Version one
Below is CH4FNS in the gas phase, with properties calculated with wB97M-V/def2-TZVPD.

The geometry in ORCA input format:
```
! wB97M-V def2-TZVPD RIJCOSX def2/J DEFGRID3
* xyz 0 1
C 0.236 -0.293 -0.042
N -0.077 0.945 0.758
S 0.894 2.220 0.994
F 0.199 3.376 -0.106
H -0.683 -0.637 -0.411
H 0.939 -0.054 -0.893
H 0.582 -1.120 0.604
H -0.717 0.602 1.394
*
```

Values from the calculation:
frontier orbital gap	9.86	eV
LUMO level	0.6	eV
HOMO level	-9.24	eV
molar mass	81.11	g mol⁻¹

Version two
Below is 2 unconnected molecules or ions with the total composition CH4FNS, with properties calculated with wB97M-V/def2-TZVPD.

The geometry in ORCA input format:
```
! wB97M-V def2-TZVPD RIJCOSX def2/J DEFGRID3
* xyz 0 1
C 0.146 0.720 0.761
N 0.419 -0.517 0.688
S 0.789 -1.124 -0.872
H -0.091 1.121 1.746
H 0.130 1.414 -0.085
H 0.986 -2.385 -0.467
F -0.770 0.404 -1.081
H -1.610 0.367 -0.690
*
```

Values from the calculation:
frontier orbital gap	9.14	eV
LUMO level	0.6	eV
HOMO level	-8.56	eV
molar mass	81.11	g mol⁻¹

Order from most stable to least stable according to the calculation: version one, version two

Version one
Below is C3H3P3 in the gas phase, with properties calculated with wB97M-V/def2-TZVPD.

The geometry in ORCA input format:
```
! wB97M-V def2-TZVPD RIJCOSX def2/J DEFGRID3
* xyz 0 1
H 0.809 -2.773 -0.393
P 0.162 -1.702 0.241
C 1.343 -0.468 0.131
P 1.041 1.318 0.182
C -0.611 1.583 0.011
C -1.549 0.558 0.143
P -2.691 -0.499 0.009
H 2.432 -0.606 -0.363
H -0.936 2.588 0.040
*
```

Values from the calculation:
frontier orbital gap (spin up / spin down)	6.93 / 6.93	eV
LUMO level (spin up / spin down)	-1.3 / -1.3	eV
HOMO level (spin up / spin down)	-8.25 / -8.25	eV
molar mass	131.98	g mol⁻¹

Version two
Below is C3H3P3 in the gas phase, with properties calculated with wB97M-V/def2-TZVPD.

The geometry in ORCA input format:
```
! wB97M-V def2-TZVPD RIJCOSX def2/J DEFGRID3
* xyz 0 1
P -1.479 0.506 2.802
C -0.829 0.823 1.365
C -0.595 1.218 0.020
P -0.711 2.671 -0.811
C 0.124 -0.003 0.041
P 0.831 -1.503 -0.054
H -1.079 -0.975 3.127
H -0.329 2.169 -2.188
H 1.488 -1.401 -1.429
*
```

Values from the calculation:
frontier orbital gap	6.32	eV
LUMO level	-2.1	eV
HOMO level	-8.42	eV
molar mass	131.98	g mol⁻¹

Order from most stable to least stable according to the calculation: version one, version two

Version one
Below is 2 unconnected molecules or ions with the total composition C2H3Br, with properties calculated with wB97M-V/def2-TZVPD.

The geometry in ORCA input format:
```
! wB97M-V def2-TZVPD RIJCOSX def2/J DEFGRID3
* xyz 0 1
C -0.549 -0.249 -0.691
C 0.129 -0.053 0.430
Br 0.246 -0.592 2.227
H -0.359 0.523 -1.534
H -1.479 -0.925 -0.877
H 2.012 1.294 0.446
*
```

Values from the calculation:
frontier orbital gap (spin up / spin down)	8.60 / 9.26	eV
LUMO level (spin up / spin down)	-0.4 / -0.7	eV
HOMO level (spin up / spin down)	-9.04 / -9.93	eV
molar mass	106.95	g mol⁻¹

Version two
Below is 2 unconnected molecules or ions with the total composition C2H3Br, with properties calculated with wB97M-V/def2-TZVPD.

The geometry in ORCA input format:
```
! wB97M-V def2-TZVPD RIJCOSX def2/J DEFGRID3
* xyz 0 1
C 0.718 0.403 0.063
C 0.050 -0.706 0.112
Br -2.578 0.045 0.062
H 1.722 0.456 -0.201
H 0.365 1.442 0.029
H -0.278 -1.640 -0.065
*
```

Values from the calculation:
frontier orbital gap (spin up / spin down)	7.70 / 7.70	eV
LUMO level (spin up / spin down)	-1.7 / -1.7	eV
HOMO level (spin up / spin down)	-9.40 / -9.40	eV
molar mass	106.95	g mol⁻¹

Order from most stable to least stable according to the calculation: version two, version one

Version one
Below is 3 unconnected molecules or ions with the total composition C2H9NO4, with properties calculated with wB97M-V/def2-TZVPD.

The geometry in ORCA input format:
```
! wB97M-V def2-TZVPD RIJCOSX def2/J DEFGRID3
* xyz 0 1
O 0.797 1.249 -1.009
C 0.885 2.016 -0.073
N 0.571 1.631 1.209
C -0.410 0.617 1.468
O -1.712 1.051 1.860
H 1.275 3.036 -0.192
H 0.773 2.283 1.966
H -0.391 0.009 0.564
H -0.173 -0.006 2.336
H -1.998 1.675 1.164
O 0.139 -2.480 -3.361
H -0.039 -1.829 -2.651
H -0.551 -2.302 -4.028
O -0.022 -2.919 0.320
H 0.438 -2.162 -0.076
H 0.297 -2.898 1.214
*
```

Values from the calculation:
frontier orbital gap	11.13	eV
LUMO level	0.5	eV
HOMO level	-10.63	eV
molar mass	111.10	g mol⁻¹

Version two
Below is 3 unconnected molecules or ions with the total composition C2H9NO4, with properties calculated with wB97M-V/def2-TZVPD.

The geometry in ORCA input format:
```
! wB97M-V def2-TZVPD RIJCOSX def2/J DEFGRID3
* xyz 0 1
N -1.573 -0.798 1.460
C -0.756 0.372 1.676
C -0.009 0.793 0.350
O -0.134 0.114 -0.645
O -0.006 2.142 0.265
H -2.067 -1.133 2.270
H -0.950 -1.555 1.212
H 0.002 0.238 2.448
H -1.328 1.288 1.818
H 0.514 2.387 -0.511
O -0.370 -2.826 -0.749
H -0.104 -3.272 -1.544
H 0.430 -2.322 -0.581
O 2.040 1.840 -2.224
H 1.593 0.999 -2.331
H 2.719 1.732 -2.913
*
```

Values from the calculation:
frontier orbital gap	9.93	eV
LUMO level	0.5	eV
HOMO level	-9.41	eV
molar mass	111.10	g mol⁻¹

Order from most stable to least stable according to the calculation: version one, version two

Version one
Below is 3 unconnected molecules or ions with the total composition C2H9NO4, with properties calculated with wB97M-V/def2-TZVPD.

The geometry in ORCA input format:
```
! wB97M-V def2-TZVPD RIJCOSX def2/J DEFGRID3
* xyz 0 1
C -2.637 -0.407 0.734
N -2.141 -1.305 -0.295
C -0.853 -1.698 -0.402
O -0.490 -2.786 -0.782
O 0.056 -0.745 -0.003
H -1.850 0.266 1.063
H -2.915 -1.004 1.605
H -3.460 0.206 0.380
H -2.786 -1.915 -0.757
H 0.687 -0.643 -0.757
O 2.448 1.751 -1.416
H 2.247 2.253 -2.203
H 2.374 2.353 -0.685
O 3.035 1.540 1.383
H 2.407 1.008 0.875
H 3.876 1.125 1.259
*
```

Values from the calculation:
frontier orbital gap	10.32	eV
LUMO level	0.5	eV
HOMO level	-9.81	eV
molar mass	111.10	g mol⁻¹

Version two
Below is 3 unconnected molecules or ions with the total composition C2H9NO4, with properties calculated with wB97M-V/def2-TZVPD.

The geometry in ORCA input format:
```
! wB97M-V def2-TZVPD RIJCOSX def2/J DEFGRID3
* xyz 0 1
N -0.575 -2.598 -1.460
C 0.467 -1.425 -0.974
C -0.206 -0.166 -0.384
O -0.229 0.808 -1.102
O -0.446 -0.239 0.897
H -1.558 -2.281 -1.198
H -0.710 -2.350 -2.496
H 1.108 -1.157 -1.822
H 1.037 -1.856 -0.136
H -0.804 0.641 1.229
O 2.422 1.843 -1.056
H 1.485 1.638 -1.033
H 2.593 2.001 -0.138
O -1.724 1.562 2.839
H -1.824 1.296 3.782
H -1.034 2.282 3.051
*
```

Values from the calculation:
frontier orbital gap	9.99	eV
LUMO level	0.1	eV
HOMO level	-9.92	eV
molar mass	111.10	g mol⁻¹

Order from most stable to least stable according to the calculation: version one, version two